This record from the OMol25 dataset describes a molecular structure, C13H21BeF5OP2 in a non-equilibrium geometry. The level of theory is wB97M-V/def2-TZVPD.

Output
Calculated total energy   -1779.79805 Ha
E_LUMO (alpha / beta)   0.245 / 0.245 eV
Gap between HOMO and LUMO (alpha / beta)   0.1668 / 0.1670 Ha
Net charge   0
Relative energy (zero: lowest compared OMol25 entry of this formula, charge and spin)   0.0 kcal/mol

Last column: Löwdin charge in e.
Cartesian coordinates (Å):
Be -0.17704 0.98486 1.09472  -0.14
H 1.29245 -3.69258 0.11385  0.01
H 0.69878 -3.90277 0.49335  0.03
P 1.62947 0.64607 -0.16984  0.83
P -2.23269 -0.32720 -0.67311  0.80
C -3.44128 0.73677 0.11873  -0.23
H -4.42770 0.27965 -0.01983  0.06
H -3.21359 0.81687 1.18181  0.02
H -3.41568 1.74343 -0.30788  0.06
C -2.60499 -0.37476 -2.43344  -0.25
H -1.98139 -1.12966 -2.93151  0.05
H -3.66930 -0.63846 -2.56684  0.05
H -2.40217 0.59487 -2.90675  0.05
C -2.48242 -2.00696 -0.08777  -0.23
H -2.12043 -2.07263 0.94350  0.03
H -3.55872 -2.22511 -0.14954  0.06
H -1.90980 -2.72022 -0.69508  0.05
C 1.66843 0.94841 -1.97794  -0.27
H 2.68612 1.19613 -2.31771  0.05
H 1.33289 0.06614 -2.53230  0.04
H 1.00597 1.77862 -2.24088  0.04
C 2.69591 2.01744 0.38758  -0.28
H 2.88978 1.90940 1.45838  0.04
H 3.64751 2.00454 -0.15512  0.04
H 2.18891 2.97141 0.22149  0.05
C 2.83147 -0.73831 -0.05152  -0.25
H 2.49096 -1.60550 -0.62512  0.02
H 3.82541 -0.43878 -0.41316  0.05
H 2.93354 -1.04840 0.99164  0.03
C -0.54752 2.62539 1.59653  -0.17
O -0.71759 3.70334 1.96845  0.02
H -0.87942 0.07287 -0.23441  -0.07
F 1.95748 -0.00448 2.77791  0.01
C 0.71713 -0.22309 3.32602  -0.22
C -0.43484 -0.03518 2.58188  -0.08
C -1.57780 -0.53421 3.20506  -0.21
F -2.78899 -0.69688 2.56898  0.00
C -1.60175 -1.01823 4.51773  -0.14
F -2.75593 -1.41134 5.09349  0.10
C -0.42342 -1.02958 5.26248  -0.14
F -0.43579 -1.27881 6.58185  0.11
C 0.77093 -0.66950 4.64693  -0.14
F 1.93220 -0.63832 5.32982  0.10

Forces on atoms 1 to 2 (eV/Å):
0.0 0.8 1.0
0.2 0.1 -0.1